1.
Below is a cluster of 2 separate species, C5H16N2O in total in a non-equilibrium geometry, with properties calculated with ωB97M-V with the def2-TZVPD basis set.

Charge: +2
HOMO: -19.641 eV
Energy relative to the best compared isomer or geometry (same formula, charge and spin): 2.336 eV
Multiplicity: 1
Gap between HOMO and LUMO: 11.9195 eV

Geometry as XYZ:
```
24
Properties=species:S:1:pos:R:3:forces:R:3
O 0.3154 -1.2370 2.4074 -2.2 2.2 -3.3
N -0.8811 -1.5522 0.0686 -0.5 1.4 0.7
N 1.7826 2.0877 -1.0835 -0.7 -0.4 2.3
C -0.1191 1.9256 0.6944 -0.1 3.5 2.0
C -0.6079 -2.7095 -0.3584 0.1 -1.7 0.3
C -0.2123 0.4025 -1.3186 -0.7 1.6 -1.8
C -1.3634 -0.4248 -0.7433 -2.9 3.0 1.6
C 0.6696 1.0953 -0.2637 2.4 -1.9 0.6
H -0.7119 -1.2615 1.0893 0.6 -1.0 -0.9
H -0.0399 -1.3625 3.2359 -0.4 -0.8 3.2
H 2.6393 1.5492 -1.3943 -0.9 0.9 0.9
H 1.9380 2.9462 -0.4417 0.4 -1.9 -1.1
H -0.1263 -3.4735 0.3313 -0.8 1.1 -0.9
H -2.2198 -0.6517 -1.4076 1.2 -0.6 -0.4
H 0.2631 -0.2099 -2.1568 0.0 1.1 1.2
H -0.6968 1.3784 -1.7452 0.4 -2.1 -0.1
H -2.0364 0.3722 -0.0732 2.0 -2.4 -0.9
H 0.4481 2.4568 1.5481 0.2 -0.7 -1.7
H -0.8921 1.6125 1.4305 0.2 -1.2 -1.3
H -0.9049 -3.0197 -1.3785 0.4 0.3 0.5
H 1.1448 -1.5561 2.1932 2.6 -1.3 0.5
H -0.6086 2.7714 0.1533 0.2 -0.6 0.2
H 1.3657 0.3684 0.3218 -1.0 1.3 -1.2
H 1.4025 2.4919 -1.9231 -0.6 0.1 -0.7
```
Forces are in eV/Å.


2.
Below is a cluster of 2 separate species, C5H16N2O2 in total in a non-equilibrium geometry, with properties calculated with ωB97M-V with the def2-TZVPD basis set.

Charge: 0
HOMO: -8.628 eV
Energy relative to the best compared isomer or geometry (same formula, charge and spin): 1.571 eV
Multiplicity: 1
Gap between HOMO and LUMO: 9.2509 eV

Geometry as XYZ:
```
25
Properties=species:S:1:pos:R:3:forces:R:3
O 2.2879 -0.0287 2.1238 0.2 0.2 -0.1
O 0.1073 2.0510 2.4710 0.6 -0.1 -0.2
N -2.7163 0.6889 -1.0499 -0.3 0.4 0.1
N -0.7563 -0.1526 -2.3781 1.5 0.1 0.0
C 0.2689 -0.7383 0.9271 0.0 0.0 -0.3
C 1.5594 -1.1576 1.6155 0.2 0.1 0.7
C -2.0194 -0.3808 -1.7296 -0.4 -0.2 0.0
C 0.5109 0.2929 -0.1891 -0.4 -0.1 -0.7
C 0.4747 -0.3195 -1.6128 0.4 -1.1 0.2
H 1.4587 0.8024 -0.0262 0.1 0.1 0.0
H 2.2433 -1.7262 0.9948 -0.1 -0.2 -0.5
H -1.8754 -1.1770 -0.9996 0.1 -0.1 0.0
H 0.6820 -1.3968 -1.5341 -0.2 -0.1 0.3
H -2.7206 -0.7985 -2.4513 0.0 0.1 -0.3
H -0.1621 -1.6355 0.4707 -0.1 0.0 0.2
H -0.2593 1.0657 -0.2434 0.1 0.1 0.5
H -2.7989 1.5393 -1.5960 0.0 -0.2 0.0
H 1.3420 -0.0274 -2.2079 -0.3 0.6 -0.2
H -0.6334 0.6542 -2.9671 -0.8 0.2 -0.1
H -0.4413 -0.3829 1.6803 0.2 0.0 -0.1
H 0.5264 1.7088 1.6658 -0.4 0.2 0.1
H 1.3214 -1.7903 2.4770 0.0 0.0 -0.1
H 3.1068 0.0736 1.6186 -0.4 -0.1 0.2
H 0.8451 1.9130 3.0811 -0.3 0.1 0.2
H -2.3518 0.9221 -0.1405 0.1 0.0 0.1
```
Forces are in eV/Å.


3.
Below is a cluster of 2 separate species, C5H16N2P in total in a non-equilibrium geometry, with properties calculated with ωB97M-V with the def2-TZVPD basis set.

Charge: +1
HOMO: -11.894 eV
Energy relative to the best compared isomer or geometry (same formula, charge and spin): 1.914 eV
Multiplicity: 1
Gap between HOMO and LUMO: 7.9135 eV

Geometry as XYZ:
```
24
Properties=species:S:1:pos:R:3:forces:R:3
P -1.1062 2.8909 3.1474 1.6 -1.7 0.5
N 0.0164 2.1979 2.3021 1.9 -1.5 1.6
N 1.4789 -0.0800 -1.1892 -5.0 -1.8 -2.1
C -0.3556 -2.0664 0.0522 0.0 1.6 -1.2
C -0.7140 -1.3320 -1.2542 1.9 0.1 0.3
C 2.2627 0.4833 -0.4460 1.1 3.3 3.6
C -0.0592 0.0718 -1.2699 1.6 -0.2 -2.3
C -0.2706 -2.1119 -2.4626 1.3 0.9 0.5
H 3.2891 0.2532 -0.4803 1.2 -0.4 -0.1
H -0.8275 4.0893 3.6095 0.2 2.7 0.6
H -1.3134 2.3513 4.4484 -0.8 -0.3 -0.5
H 1.9390 1.2879 0.3375 0.2 -1.5 -1.6
H -0.5912 -3.1185 -2.5577 -0.7 -0.8 0.2
H 1.6363 -0.8591 -1.8333 1.3 0.4 0.2
H -1.7287 -1.0279 -1.4317 -1.0 -0.5 0.7
H -0.7828 -3.0027 0.0605 -1.0 -2.2 -0.1
H -0.6530 -1.5155 -3.2557 0.3 0.0 -1.5
H -0.3791 0.6705 -0.4607 -0.3 0.9 0.8
H 0.6724 1.8701 3.1040 -0.8 0.5 -2.0
H -0.8694 -1.5130 0.7722 -0.3 0.8 1.9
H 0.7054 -2.2157 0.2852 -0.1 0.5 -0.3
H -0.1804 0.5754 -2.3076 -0.1 -0.6 1.8
H 0.8408 -2.1931 -2.4172 -0.5 -0.1 -0.7
H -2.1236 3.0585 2.3084 -2.0 0.2 -0.5
```
Forces are in eV/Å.


4.
Below is a cluster of 2 separate species, C5H16N3 in total in a non-equilibrium geometry, with properties calculated with ωB97M-V with the def2-TZVPD basis set.

Charge: +1
HOMO: -14.190 eV
Energy relative to the best compared isomer or geometry (same formula, charge and spin): 0.610 eV
Multiplicity: 1
Gap between HOMO and LUMO: 11.2013 eV

Geometry as XYZ:
```
24
Properties=species:S:1:pos:R:3:forces:R:3
N 1.9678 -0.0071 2.3509 0.7 0.0 0.2
N 0.2483 0.3120 0.8562 0.4 0.3 0.4
N 0.0899 1.0801 3.0553 -0.1 0.3 0.0
C -1.3290 -2.6744 -2.7535 0.1 0.4 -0.2
C -0.6957 1.2720 0.2192 0.2 -0.7 0.6
C 0.7625 0.4830 2.0670 0.0 -0.1 0.1
C 0.0090 2.5229 -0.2816 0.3 -1.0 -0.4
C -0.1617 -1.9680 -2.0385 0.5 -0.7 -1.2
H -1.4156 1.5312 0.9907 -0.2 0.0 -0.1
H 2.6700 -0.1756 1.6474 -0.3 0.0 -0.2
H -0.6900 3.3257 -0.4136 -0.3 0.5 0.1
H 0.4624 2.3378 -1.2543 0.2 0.0 0.0
H 2.3214 -0.0393 3.2955 -0.3 0.0 0.0
H 0.7956 -2.3544 -2.4156 -0.1 -0.9 0.8
H 0.0577 -0.9780 -2.4335 -1.0 0.8 0.7
H 0.7961 2.7690 0.4297 -0.1 0.4 0.0
H -1.1983 0.6538 -0.5189 -0.2 0.4 -0.3
H -1.6317 -2.0665 -3.5969 -0.3 -0.1 -0.2
H -0.9015 1.2372 2.9898 0.0 0.1 -0.1
H -1.0554 -3.6526 -3.1306 0.2 -0.1 0.0
H -0.3094 -2.0976 -0.9699 0.6 0.5 0.2
H 0.8078 -0.3068 0.2872 -0.3 0.0 -0.4
H -2.1958 -2.8320 -2.1146 0.0 0.2 0.1
H 0.5955 1.6276 3.7324 0.0 -0.2 0.2
```
Forces are in eV/Å.


5.
Below is a cluster of 2 separate species, C5H16N3 in total in a non-equilibrium geometry, with properties calculated with ωB97M-V with the def2-TZVPD basis set.

Charge: +1
HOMO: -13.409 eV
Energy relative to the best compared isomer or geometry (same formula, charge and spin): 1.832 eV
Multiplicity: 1
Gap between HOMO and LUMO: 9.8283 eV

Geometry as XYZ:
```
24
Properties=species:S:1:pos:R:3:forces:R:3
N 3.0258 -0.4316 0.1066 -0.5 0.4 1.4
N -0.9038 0.1015 -0.9535 -0.6 0.4 0.4
N -0.3972 -0.7730 1.4513 -1.6 0.4 1.4
C 1.9335 -0.1211 1.1275 0.8 1.0 -0.7
C 0.9508 -1.2766 1.2426 0.4 -1.6 0.1
C -2.1706 0.7304 -1.3668 -0.3 0.2 -0.7
C 0.0798 -0.0855 -1.7245 0.0 0.8 -0.1
C -2.6055 1.7755 -0.3367 0.9 0.7 1.2
H 1.0174 -0.4458 -1.3037 0.0 -0.2 -0.3
H -0.3969 -0.0144 2.1490 0.1 -0.4 -0.3
H -1.8423 2.5909 -0.1548 -0.5 -1.0 -0.5
H -0.8504 -0.2080 0.1547 0.5 -0.2 -0.6
H -0.0058 0.2595 -2.7619 0.2 -0.3 0.2
H -2.7088 1.2748 0.6496 -0.2 0.3 -0.5
H -1.0442 -1.4825 1.8538 0.7 0.5 -0.5
H 3.5724 -1.2387 0.4649 -0.5 0.7 -0.3
H 0.9049 -1.9208 0.3216 0.4 0.7 0.7
H 1.2169 -1.9701 2.0647 0.1 0.4 -0.4
H -2.0471 1.1671 -2.3824 -0.1 -0.3 0.6
H -3.5274 2.3367 -0.5423 0.1 -0.7 -0.3
H 1.3346 0.7883 0.8047 0.9 -0.9 -0.1
H 2.3689 0.1963 2.1064 -0.4 -0.6 -0.5
H -2.8851 -0.1077 -1.4230 0.0 0.5 0.0
H 3.6915 0.3601 0.1158 -0.5 -0.6 -0.1
```
Forces are in eV/Å.


6.
Below is a cluster of 2 separate species, C5H16N3 in total in a non-equilibrium geometry, with properties calculated with ωB97M-V with the def2-TZVPD basis set.

Charge: +1
HOMO: -14.442 eV
Energy relative to the best compared isomer or geometry (same formula, charge and spin): 0.906 eV
Multiplicity: 1
Gap between HOMO and LUMO: 11.5024 eV

Geometry as XYZ:
```
24
Properties=species:S:1:pos:R:3:forces:R:3
N 0.7486 0.8456 -3.0242 0.2 -0.3 -1.3
N -0.2002 0.7838 -0.9721 -0.4 0.4 0.5
N 2.0380 1.3220 -1.1359 -0.2 -0.3 0.8
C -0.1152 -1.8541 1.4040 -1.0 0.4 0.9
C -1.5895 -1.6203 1.8111 -0.7 0.3 -0.6
C -2.3832 -0.6156 0.9308 -0.1 -0.5 0.1
C 2.1473 1.6962 0.2849 0.4 0.2 -0.4
C 0.8923 0.9655 -1.7015 -0.7 -0.1 -0.3
H 0.2600 -1.0490 0.7815 0.1 -0.2 -0.4
H 2.9003 1.0012 -1.5312 0.2 0.2 -0.6
H -0.1415 0.8076 -3.4945 -0.4 -0.2 0.7
H -1.1120 0.6351 -1.3662 0.1 0.0 -0.4
H -3.4137 -0.9599 0.8464 -0.1 0.1 0.0
H 1.2073 2.0560 0.6881 -0.1 -0.2 -0.1
H -2.4402 0.4143 1.2880 0.3 0.0 0.2
H -1.9926 -0.6190 -0.0837 0.0 -0.1 -0.1
H 1.4570 0.5986 -3.6984 0.6 0.4 0.6
H -2.1355 -2.5563 1.6963 0.2 -0.1 0.2
H -1.7269 -1.3399 2.8519 0.3 0.0 0.1
H -0.0670 -2.8250 0.9256 0.5 0.1 -0.2
H -0.2111 0.7037 0.0313 0.3 0.3 0.0
H 2.5668 0.8721 0.8542 -0.1 0.0 0.3
H 2.8124 2.5562 0.3203 0.2 -0.1 0.1
H 0.4985 -1.8189 2.2931 0.3 -0.4 0.2
```
Forces are in eV/Å.


> charge of number 4 (C5H16N3)?

+1